Entry 1:
C34H37AsN5O2Pt as an isolated structure, computed with ωB97M-V/def2-TZVPD.

Calculated values
HOMO-LUMO gap (spin up / spin down)   6.130 / 6.131 eV
Multiplicity   1
LUMO energy (spin up / spin down)   -10.5 / -10.5 eV
Net charge   +3

Geometry (Å):
1 Pt -1.09055 -0.50162 -0.57910
2 As -1.33382 1.60571 -1.78508
3 O -1.00282 0.63527 1.10919
4 O 2.12184 -1.57255 -1.92178
5 N -1.48568 -3.32945 -0.25744
6 N -1.19872 -2.33206 0.42978
7 N -1.31756 -1.81385 -2.07328
8 N 1.89083 1.04260 1.00090
9 N 1.89043 0.15459 0.10048
10 C 3.36089 4.31472 3.18833
11 C -0.35700 1.24404 1.98128
12 C 0.24172 1.33890 -4.36147
13 C -1.79212 -4.13551 -2.48190
14 C -3.11010 1.85871 -2.53751
15 C 3.51407 -3.02871 -0.62999
16 C 2.74160 -1.87270 -0.81066
17 C 2.31203 -2.43708 -3.06895
18 C 1.34873 4.23530 4.49919
19 C -0.44574 2.64826 3.94095
20 C 2.60080 4.78515 4.24706
21 C -2.43318 3.44899 0.22187
22 C 4.06907 -2.33071 1.65417
23 C -1.02158 1.71414 3.14506
24 C 1.09427 1.64781 1.78939
25 C 0.85262 3.22488 3.68408
26 C -1.36970 -1.59254 -3.38934
27 C -2.23884 -3.52590 3.77137
28 C 1.62505 2.75080 2.60946
29 C -1.17619 3.13547 -0.58363
30 C 2.62262 -0.94266 0.29177
31 C -0.31314 -1.86891 2.63558
32 C 2.88199 3.29028 2.37688
33 C -0.00324 2.15583 -3.10377
34 C -1.52812 -3.08172 -1.63486
35 C -2.21337 -3.35714 2.39696
36 C -1.30187 -2.88560 4.57253
37 C -3.55264 0.92594 -3.65705
38 C -1.84420 -3.89352 -3.85012
39 C -0.33391 -2.06329 4.00456
40 C 3.33248 -1.20796 1.51470
41 C 4.14870 -3.24483 0.56783
42 C -1.24526 -2.52624 1.84307
43 C -1.62616 -2.60517 -4.30227
44 H 3.49196 2.92320 1.56141
45 H -3.68593 -0.09710 -3.30208
46 H 4.75306 -4.13675 0.68073
47 H 2.98046 5.57529 4.88006
48 H -0.31284 2.95568 0.05700
49 H -2.02554 1.35116 3.31680
50 H 3.63162 -3.74343 -1.42942
51 H -2.05855 -4.69650 -4.54251
52 H 1.92466 -3.43284 -2.85662
53 H -0.32634 3.16589 -3.36582
54 H -1.95992 -5.11522 -2.05700
55 H -0.90580 3.97467 -1.22696
56 H 0.44714 -1.25574 2.17219
57 H 1.75219 -1.97912 -3.87438
58 H 0.91793 2.25817 -2.52574
59 H -2.86294 0.92415 -4.50095
60 H -1.20758 -0.58076 -3.71797
61 H 3.36670 -2.47841 -3.33383
62 H -2.22009 4.23203 0.94953
63 H 0.93793 1.87570 -5.00557
64 H -1.32501 -3.02837 5.64445
65 H -0.99634 3.01980 4.79838
66 H 0.40382 -1.58273 4.63395
67 H 0.69421 0.37626 -4.13189
68 H -0.66511 1.17998 -4.94498
69 H -1.66431 -2.36409 -5.35553
70 H 0.75488 4.59282 5.33088
71 H -4.51709 1.26049 -4.03734
72 H -2.99130 -4.16083 4.21825
73 H -3.11970 2.90212 -2.86250
74 H -2.94021 -3.84516 1.76254
75 H 4.33426 4.74190 2.98953
76 H 3.28989 -0.47011 2.30572
77 H -3.23315 3.81876 -0.41689
78 H 4.61993 -2.52941 2.56237
79 H -3.78759 1.78215 -1.68580
80 H -2.80946 2.57864 0.76179

Entry 2:
C34H37BrF2N3O6S2Zr as an isolated structure, computed with ωB97M-V/def2-TZVPD.

Calculated values
HOMO-LUMO gap   8.199 eV
Multiplicity   1
LUMO energy   -2.7 eV
Net charge   +1

Geometry (Å):
1 Zr -0.09132 -0.10027 0.20374
2 Br -0.75165 0.43100 -3.33369
3 S 2.77625 -1.71878 0.24608
4 S 2.23649 1.26499 -0.42104
5 F -3.80166 -3.05814 -2.75427
6 F 0.68211 -4.20962 -3.41188
7 O 3.43294 0.63126 0.11066
8 O 0.55185 0.39859 3.84227
9 O 1.48221 -1.22452 0.87806
10 O -0.61398 0.63531 1.96776
11 O 1.42870 0.34290 -1.28092
12 O -0.97521 -2.08487 1.73305
13 N 1.20330 1.77378 0.63391
14 N -2.57422 -0.24546 0.16763
15 N -1.15553 1.73326 -0.95174
16 C -3.23634 3.34824 -1.82145
17 C -1.63179 1.64262 -2.18691
18 C 2.14999 4.78827 -2.35442
19 C 3.48075 5.00337 -2.70237
20 C 3.85973 -1.88269 1.70571
21 C -0.76282 -1.73627 -1.15716
22 C -4.72377 0.13566 1.16353
23 C 0.16226 -2.47136 -1.90291
24 C 3.91168 6.28458 -3.33928
25 C -2.68326 2.41061 -2.67074
26 C -1.07315 -4.29102 2.68064
27 C -2.71664 3.51240 -0.53446
28 C -2.51038 -2.90483 -2.39309
29 C -4.43532 -1.63937 -0.40266
30 C 2.71866 2.65404 -1.42678
31 C -3.09084 -1.27067 -0.54365
32 C -0.24452 -3.45558 -2.79005
33 C -3.27487 4.54583 0.38274
34 C 3.32777 -3.09712 2.44260
35 C 1.76935 3.62041 -1.71659
36 C 0.43368 0.80827 2.70390
37 C -1.37019 -1.96101 3.10810
38 C 4.41708 4.01117 -2.41844
39 C -3.37820 0.42078 0.99549
40 C -5.25730 -0.93117 0.45290
41 C 1.54586 1.64261 2.03036
42 C 3.20640 -4.18866 1.38568
43 C -1.24331 -3.45084 1.39689
44 C -2.13730 -1.99404 -1.39744
45 C 4.04405 2.84549 -1.77300
46 C -1.58260 -3.67442 -3.06652
47 C -0.85273 -3.23589 3.76884
48 C -1.66928 2.67949 -0.15592
49 C 2.49896 -3.54746 0.19894
50 H -1.97254 -4.87730 2.86485
51 H 2.86249 -3.91686 -0.75739
52 H -2.74568 4.56317 1.33018
53 H 2.34325 -2.84878 2.84216
54 H -1.88943 -4.40566 -3.79494
55 H 4.20086 -4.52840 1.09022
56 H -4.05760 3.96397 -2.15430
57 H -3.03816 2.28639 -3.68102
58 H 3.79136 -0.95584 2.26719
59 H -2.46664 -1.89228 3.16727
60 H -0.92113 -1.06319 3.52960
61 H -6.29380 -1.21051 0.57065
62 H -2.92105 1.21950 1.56764
63 H -1.36635 -3.46864 4.69743
64 H 3.05365 6.89271 -3.61169
65 H 1.22351 -2.25485 -1.81783
66 H 3.98360 -3.39321 3.26099
67 H 4.50506 6.08502 -4.22899
68 H -2.27125 -3.53823 1.01520
69 H 0.20902 -3.12018 3.98048
70 H 4.88277 -2.01577 1.35606
71 H -1.19401 2.76058 0.81820
72 H -3.20489 5.52525 -0.08643
73 H -0.55788 -3.74577 0.59842
74 H -4.84045 -2.47040 -0.95401
75 H 4.53338 6.85516 -2.64921
76 H 2.65275 -5.05600 1.74969
77 H 1.42248 -3.68350 0.25034
78 H 1.60653 2.62321 2.52307
79 H 4.76266 2.08330 -1.51712
80 H -5.33371 0.72636 1.82986
81 H 2.51162 1.13268 2.15474
82 H 5.44842 4.16517 -2.69748
83 H -4.32879 4.34888 0.57272
84 H 1.41174 5.54675 -2.57223
85 H -0.22750 -4.97290 2.61739
86 H 0.74381 3.44934 -1.42381

Entry 3:
C34H37N5OP2Pd as an isolated structure, computed with ωB97M-V/def2-TZVPD.

Calculated values
HOMO-LUMO gap (spin up / spin down)   5.847 / 5.848 eV
Multiplicity   1
LUMO energy (spin up / spin down)   -6.4 / -6.4 eV
Net charge   +2

Geometry (Å):
1 Pd -0.51508 -0.79453 0.16618
2 P 2.29828 -0.66644 0.61846
3 P -0.64186 1.47838 0.48796
4 O -0.39700 -2.73192 2.71689
5 N -2.42463 -0.88452 0.88606
6 N -1.19422 -3.69208 -1.69741
7 N -1.05849 -5.04398 0.20042
8 N -0.61339 -2.85301 0.43005
9 N -4.18038 -1.11493 2.14784
10 C -0.85627 -4.86429 1.62649
11 C 3.74164 0.35087 0.22676
12 C 1.45631 -0.98342 -1.03021
13 C 1.28541 -1.55356 -3.78118
14 C 5.47565 0.99723 -1.32048
15 C -2.36209 1.97168 0.22969
16 C -0.58616 -3.37754 1.71309
17 C -1.45614 -6.29186 -0.42695
18 C 4.29674 0.32030 -1.05276
19 C -0.95841 -3.85800 -0.40016
20 C -2.84483 1.94934 -1.08035
21 C -4.49445 2.79268 0.98478
22 C -0.40547 4.04792 -0.58351
23 C 2.37060 4.00197 -0.70980
24 C 1.76424 -2.26949 -1.53573
25 C 1.18267 1.25919 2.60445
26 C 1.67614 2.88098 -0.28958
27 C 1.64667 -0.16437 2.27458
28 C -0.27022 1.56521 2.26700
29 C 4.38424 1.08490 1.22517
30 C 1.68555 -2.54531 -2.88074
31 C 0.28188 2.88207 -0.22822
32 C -4.96433 2.77873 -0.31904
33 C 1.07833 0.00551 -1.96440
34 C -3.53963 -0.92751 0.07412
35 C 0.97790 -0.28675 -3.32355
36 C -3.19072 2.39492 1.26179
37 C -2.84552 -1.00792 2.12936
38 C 0.29431 5.16810 -1.00349
39 C 1.67955 5.14902 -1.07260
40 C 5.56823 1.75649 0.95099
41 C -4.64110 -1.06260 0.85393
42 C -4.13720 2.35880 -1.35448
43 C 6.11522 1.71765 -0.32124
44 H 3.45190 3.97353 -0.74893
45 H -4.50093 2.35752 -2.37358
46 H -5.13433 3.13245 1.78860
47 H -5.68658 -1.12352 0.60922
48 H -0.92401 -6.43349 -1.36785
49 H 3.81995 -0.23629 -1.85152
50 H 5.89838 0.95824 -2.31578
51 H 1.84284 1.99711 2.14498
52 H 7.03589 2.24408 -0.53360
53 H 2.11381 -3.02488 -0.84336
54 H -1.52489 -4.44979 -2.26892
55 H -0.51597 2.57662 2.60098
56 H 0.93801 1.02374 -1.65899
57 H -2.19834 1.62940 -1.89215
58 H 6.06013 2.31299 1.73780
59 H -5.97375 3.10523 -0.53200
60 H -2.83069 2.43234 2.28261
61 H -0.01180 -5.43989 2.00823
62 H -1.17628 -7.11128 0.22972
63 H -0.92810 0.86415 2.78357
64 H -1.48243 4.09954 -0.53192
65 H 0.90622 -0.90703 2.58041
66 H 1.96146 -3.52670 -3.24411
67 H 3.98032 1.13286 2.22767
68 H 1.28658 1.39275 3.68488
69 H 1.24889 -1.77093 -4.84109
70 H 2.54326 -0.38211 2.86062
71 H -2.22209 -1.06568 3.00406
72 H -3.47568 -0.83069 -0.99487
73 H -4.74526 -1.21559 2.97594
74 H 2.24046 2.00548 -0.00490
75 H 2.21783 6.02737 -1.40289
76 H -1.06915 -2.78744 -2.11960
77 H 0.70610 0.49510 -4.02076
78 H -2.53365 -6.33413 -0.59820
79 H -0.25079 6.06212 -1.27498
80 H -1.74930 -5.12106 2.20053

no.,strongest force on any atom (eV/Å)
1,0.5
2,2.9
3,2.1